(1)
One molecule with the formula C7H10N4, computed with the ωB97M-V functional and the def2-TZVPD basis.

The geometry in XYZ format:
```
21
C7H10N4 the ωB97M-V functional and the def2-TZVPD basis
C 3.0152 -0.8900 -0.1826
C 1.8307 -1.4024 -0.4314
C 2.8051 0.5260 0.0210
C 1.4766 0.8465 -0.0156
C -0.4648 -0.7005 -0.1993
C -1.6879 -0.0377 -0.1423
C -2.8491 -0.9936 0.1435
N 0.8425 -0.3499 -0.2762
N -2.0003 1.2039 -0.3478
N 3.7864 1.4977 0.2084
N -3.2629 1.8065 -0.1903
H 3.9523 -1.3379 -0.5131
H 1.5030 -2.4440 -0.5010
H -0.5147 -1.7492 -0.1333
H -3.7171 -0.4451 0.6704
H -2.5093 -1.7547 0.9397
H -3.1710 -1.6663 -0.7747
H 4.4197 1.2197 0.8834
H 3.3333 2.4756 0.2264
H -3.0254 2.7510 -0.0280
H -3.7623 1.4447 0.6429
```

The highest occupied orbital energy (spin up / spin down) comes out at -7.0969 / -7.7608 eV. The multiplicity is 1. The calculation puts the energy above the lowest of the compared OMol25 structures with the same formula, charge and spin at 632.53 kJ/mol. Its LUMO energy (spin up / spin down) is -0.04407 / -0.01506 Eh. The value obtained for the largest force on an atom is 4.0 eV/Å. The value obtained for the frontier orbital gap (spin up / spin down) is 5.898 / 7.351 eV. For the total energy, the calculation gives -13375.300 eV.

Atomic partial charges in e from the Löwdin method, atoms 1 to 4: -0.044 -0.057 -0.370 -0.026

=====

(2)
C18H18FN5PdS2 as an isolated structure, computed with the ωB97M-V functional and the def2-TZVPD basis.

The geometry in XYZ format:
```
45
C18H18FN5PdS2 the ωB97M-V functional and the def2-TZVPD basis
Pd 0.0711 -0.2940 -0.0076
C 3.0374 -1.3881 -4.2119
S 3.1441 0.3311 -3.6457
C 2.2070 0.1821 -2.1484
S 0.4857 -0.1514 -2.3001
N 2.8275 0.3470 -1.0363
N 2.0353 0.1757 0.0552
C 2.4960 0.5019 1.2607
C 1.6415 0.2879 2.3581
C 2.0304 0.4952 3.7012
C 1.1291 0.3052 4.7102
C -0.1812 -0.1100 4.4044
C -0.4998 -0.3189 3.0850
N 0.3607 -0.1277 2.0773
H 3.5449 -1.4322 -5.1748
H 1.9972 -1.6809 -4.3346
H 3.5378 -2.0456 -3.5049
H 3.4924 0.9102 1.3638
H 3.0482 0.8043 3.9047
H 1.4218 0.4667 5.7403
H -0.9243 -0.2652 5.1740
H -1.4887 -0.6558 2.8055
F -5.4763 1.4569 -1.4172
C -4.4834 0.6209 -1.0736
C -3.6869 0.0841 -2.0719
C -2.6567 -0.7563 -1.7117
C -2.4002 -1.0741 -0.3561
C -1.2899 -1.9274 0.0004
C -3.2810 -0.5461 0.6095
C -4.3089 0.3052 0.2618
H -3.8811 0.3323 -3.1077
H -2.0180 -1.1797 -2.4770
H -0.9276 -2.6014 -0.7618
H -1.2979 -2.3537 0.9962
H -3.1488 -0.8150 1.6500
H -4.9759 0.7250 1.0031
N -1.5322 2.6421 -1.0606
C -2.3363 3.7025 -0.8450
C -2.4782 3.8114 0.5197
C -1.7118 2.7459 1.0375
N -1.1346 2.0532 0.0679
H -1.1975 2.2631 -1.9342
H -2.7384 4.2897 -1.6559
H -3.0505 4.5465 1.0632
H -1.5488 2.4634 2.0685
```

The highest occupied orbital energy (spin up / spin down) comes out at -5.9714 / -7.8505 eV. The multiplicity is 3. The calculation puts the energy above the lowest of the compared OMol25 structures with the same formula, charge and spin at 44.05 kJ/mol. Its LUMO energy (spin up / spin down) is -0.00312 / -0.05674 Eh. The value obtained for the largest force on an atom is 0.5 eV/Å. The value obtained for the frontier orbital gap (spin up / spin down) is 5.886 / 6.307 eV. For the total energy, the calculation gives -54274.133 eV.

Atomic partial charges in e from the Löwdin method, atoms 1 to 4: 0.765 -0.417 0.782 -1.090

=====

(3)
C13H28N2O4SZn as an isolated structure, computed with the ωB97M-V functional and the def2-TZVPD basis.

The geometry in XYZ format:
```
49
C13H28N2O4SZn the ωB97M-V functional and the def2-TZVPD basis
Zn -0.2163 0.5309 -0.5846
C -0.0064 1.4288 2.2319
C 1.2606 0.6332 2.0570
O 1.4981 0.5285 0.6396
C 2.5210 -0.4323 0.3051
C 2.4722 -0.6449 -1.1879
O 1.1174 -0.7774 -1.6472
C 0.5265 -2.0932 -1.7132
C -0.0716 -2.5018 -0.3870
O -0.8503 -1.3866 0.0715
C -1.3258 -1.4632 1.4208
C -1.8987 -0.1025 1.7540
O -1.0286 0.9705 1.3296
H 0.1616 2.4720 1.9707
H -0.3553 1.3845 3.2633
H 1.1846 -0.3737 2.4707
H 2.0935 1.1452 2.5404
H 2.3298 -1.3478 0.8671
H 3.5000 -0.0467 0.5921
H 3.0638 -1.5140 -1.4756
H 2.8684 0.2267 -1.7063
H 1.2655 -2.8198 -2.0499
H -0.2522 -2.0126 -2.4693
H 0.6840 -2.7427 0.3639
H -0.7098 -3.3753 -0.5285
H -0.5023 -1.7513 2.0780
H -2.1109 -2.2168 1.5006
H -2.0969 -0.0164 2.8220
H -2.8281 0.0553 1.2118
C -4.1117 2.8269 -2.4468
N -2.8093 3.3251 -2.9084
C -2.9062 4.3691 -3.9450
C -1.6626 2.7229 -2.6173
S -1.7155 1.0333 -2.1931
N -0.5097 3.3905 -2.7048
C 0.7872 2.7287 -2.8348
C -0.4221 4.8495 -2.5268
H -4.7569 3.6909 -2.3015
H -4.0037 2.2983 -1.5058
H -4.5601 2.1670 -3.1896
H -3.7378 4.1039 -4.5959
H -2.0013 4.3899 -4.5427
H -3.0971 5.3512 -3.5158
H 0.6652 1.7248 -3.2287
H 1.2987 2.7011 -1.8667
H 1.4024 3.3059 -3.5229
H -1.2998 5.2148 -2.0020
H -0.3094 5.3742 -3.4734
H 0.4562 5.0505 -1.9156
```

The highest occupied orbital energy comes out at -15.2473 eV. The multiplicity is 1. Its net charge is +2. Its LUMO energy is -0.19303 Eh. The value obtained for the largest force on an atom is 0.3 eV/Å. The value obtained for the frontier orbital gap is 9.995 eV. For the total energy, the calculation gives -84344.563 eV.

Atomic partial charges in e from the Löwdin method, atoms 1 to 4: 0.629 -0.112 -0.122 -0.196

=====

(4)
A 5-piece molecular cluster, C2H14O4S2 overall, computed with the ωB97M-V functional and the def2-TZVPD basis.

The geometry in XYZ format:
```
22
C2H14O4S2 the ωB97M-V functional and the def2-TZVPD basis
C -0.8708 -0.7244 -0.7508
S -0.3183 -1.0779 0.9403
S 1.3051 0.1597 1.1388
C 0.5248 1.7895 1.3879
H -0.1112 -1.0813 -1.4600
H -1.0070 0.3463 -0.8705
H -1.8053 -1.2614 -0.8981
H -0.0730 2.0295 0.5084
H 1.3543 2.4883 1.4991
H -0.0730 1.7591 2.2870
H 0.7090 -1.0263 -4.1738
H 1.4951 -1.4993 -2.9389
O 0.7140 -1.6738 -3.4517
H -2.2551 1.8909 0.1640
H -2.1814 2.9876 -0.9133
O -1.7167 2.2247 -0.5681
H -3.6713 0.5053 1.6791
H -2.1743 0.2053 1.6676
O -2.8030 0.9094 1.7219
H 2.4137 -0.7331 -0.7925
H 3.2772 -1.9170 -1.3603
O 2.7273 -1.1629 -1.6039
```

The highest occupied orbital energy (spin up / spin down) comes out at -14.1328 / -14.0756 eV. The multiplicity is 2. Its net charge is +1. The calculation puts the energy above the lowest of the compared OMol25 structures with the same formula, charge and spin at 0.00 kJ/mol. Its LUMO energy (spin up / spin down) is -0.16225 / -0.31812 Eh. The value obtained for the largest force on an atom is 1.7 eV/Å. The value obtained for the frontier orbital gap (spin up / spin down) is 9.718 / 5.419 eV. For the total energy, the calculation gives -32153.330 eV.

Atomic partial charges in e from the Löwdin method, atoms 1 to 4: -0.335 0.729 0.715 -0.336